51
Properties=species:S:1:pos:R:3:lowdin_spin:R:1 method="wB97M-V/def2-TZVPD" total_charge=+3 fmax_ha_per_bohr=0.087 energy_ev=-54380.46160 multiplicity=4 homo_lumo_gap_ha="0.245 / 0.310" lumo_energy_ev="-12.55 / -10.82" s_squared=3.821
C 6.45 8.68 6.02 -0.003
H 12.60 8.83 7.81 0.000
Cr 7.97 6.50 7.49 3.069
H 5.63 9.12 10.52 0.000
H 10.22 4.47 7.67 0.002
C 10.75 5.48 7.67 0.015
H 5.27 9.66 8.28 -0.004
N 7.85 6.75 5.39 -0.021
H 7.49 4.50 10.41 0.000
H 5.08 5.61 8.83 0.000
H 7.14 7.39 11.43 -0.002
H 8.06 8.46 10.31 0.000
C 6.79 5.32 10.00 0.002
C 10.63 7.85 7.62 0.011
H 10.06 8.74 7.35 0.002
H 5.18 7.50 9.83 0.000
H 5.15 3.69 6.33 -0.003
H 5.45 9.11 5.73 -0.003
C 6.75 4.35 5.06 0.000
H 5.47 7.40 7.25 0.004
N 15.27 6.67 8.64 0.009
C 6.72 7.66 4.88 -0.001
N 10.01 6.59 7.59 0.009
H 5.42 3.95 9.07 -0.002
N 6.33 8.00 7.31 -0.041
C 5.96 8.29 9.80 -0.001
N 7.68 6.46 9.65 -0.017
C 5.88 4.93 8.83 0.003
C 7.23 7.69 10.33 0.001
H 5.14 5.40 6.12 -0.001
H 7.05 9.62 8.42 0.000
H 7.00 8.07 3.98 -0.001
H 7.26 9.40 6.02 0.000
H 7.26 4.04 7.59 0.002
N 6.59 4.81 7.49 -0.049
H 8.77 7.10 5.17 0.004
C 6.15 9.00 8.40 -0.004
H 7.29 3.41 5.11 0.000
H 7.72 5.51 3.57 0.000
C 12.00 7.93 7.75 -0.001
C 12.12 5.51 7.78 -0.001
H 12.67 4.56 7.85 0.000
H 8.62 6.16 10.00 0.004
C 12.76 6.74 7.88 0.010
H 6.17 5.58 10.90 0.000
H 6.13 4.19 4.16 0.000
C 7.82 5.36 4.71 0.008
C 5.81 4.54 6.30 -0.003
H 5.81 7.07 4.68 0.000
H 8.85 4.98 4.96 0.001
C 14.15 6.75 8.24 0.000

10
Properties=species:S:1:pos:R:3:nbo_charge:R:1 method="wB97M-V/def2-TZVPD" fmax_ha_per_bohr=0.023 energy_ev=-6723.75885 homo_lumo_gap_ha="0.281 / 0.282" lumo_energy_ev="0.02 / 0.02"
H -1.12 1.14 -2.10 -0.027
H 1.26 -0.27 -0.84 0.135
N 0.62 -1.36 0.85 -0.520
O 0.26 2.03 1.01 -0.391
C 0.47 -0.97 -0.51 -0.224
H -1.49 -0.61 0.73 0.274
C -0.07 0.93 0.87 0.754
H 1.43 -0.97 1.36 0.339
C -0.44 -0.35 0.61 -0.356
H -0.92 0.43 -1.98 0.018

68
Properties=species:S:1:pos:R:3:nbo_charge:R:1 method="wB97M-V/def2-TZVPD" total_charge=+1 fmax_ha_per_bohr=0.031 energy_ev=-208401.34943 homo_lumo_gap_ha=0.265 lumo_energy_ev=-2.94
C 0.10 -4.45 -0.36 -0.243
C 5.48 -0.53 -1.86 -0.587
C -0.27 -2.04 4.13 -0.234
C -0.39 -1.70 2.79 0.181
Br 3.67 5.94 2.93 0.076
O -0.19 -0.76 -2.30 -1.135
C -0.92 0.18 4.69 -0.228
C -0.20 -2.70 1.71 0.191
C -0.99 0.45 3.33 0.079
O -0.12 1.66 -1.70 -1.146
H 0.22 -5.10 -1.21 0.239
H 0.04 -3.04 4.42 0.230
H -4.74 -0.23 -1.58 0.533
C 4.83 0.18 -0.66 -0.528
H -0.72 -4.40 2.90 0.232
H -2.37 -1.09 -3.57 0.502
H 6.56 -0.45 -1.77 0.234
H 5.08 1.25 -0.67 0.270
N 1.74 1.10 1.89 -0.512
C 1.34 5.21 1.50 -0.216
C -0.42 -4.05 1.93 -0.224
N 0.17 -2.22 0.51 -0.537
C 3.68 1.39 3.24 -0.267
C 3.61 2.74 3.15 -0.101
C 2.40 4.73 2.21 -0.093
C -2.95 1.92 -3.52 -0.643
C 1.61 2.46 1.85 0.169
O -2.14 -0.23 -0.18 -1.146
H 5.21 -1.58 -1.88 0.222
C 0.43 2.97 1.19 0.367
H -2.69 1.82 -4.58 0.232
H 1.24 6.27 1.33 0.249
N -0.71 -0.46 2.40 -0.493
H 0.61 -2.66 -1.45 0.244
O -3.03 -0.51 -3.19 -0.733
H -0.05 1.91 -4.34 0.518
O -0.08 0.95 -4.17 -0.977
C 3.39 0.06 -0.64 0.492
C -0.53 -1.08 5.10 -0.141
H 2.44 -1.30 3.54 0.239
Br -1.12 5.05 0.08 0.088
P -2.93 0.77 -0.98 2.407
C 2.74 0.58 2.57 0.254
C 0.37 4.34 1.00 -0.163
C 2.56 3.34 2.41 -0.145
H -0.46 -5.99 1.02 0.236
N 2.25 -0.03 -0.61 -0.471
H -2.01 2.46 0.03 0.563
C -0.27 -4.94 0.88 -0.125
C -2.44 0.71 -2.75 -0.469
C 0.32 -3.09 -0.50 0.090
C 2.88 -0.92 2.61 -0.646
H 4.35 3.37 3.63 0.241
H 3.93 -1.21 2.61 0.225
H 5.18 -0.07 -2.79 0.227
H -2.51 2.83 -3.12 0.240
H -1.27 1.43 2.98 0.234
H -0.43 -1.33 6.15 0.235
H 5.20 -0.23 0.28 0.259
H 4.47 0.92 3.81 0.227
Y -0.03 0.18 0.07 1.979
H -1.15 0.96 5.41 0.239
H 2.37 -1.38 1.77 0.226
O -4.47 0.47 -0.96 -0.965
H -4.04 1.99 -3.43 0.237
P -0.59 0.62 -2.69 2.356
O -2.88 2.21 -0.42 -1.000
O -0.52 2.13 0.85 -0.896

85
Properties=species:S:1:pos:R:3:mulliken_charge:R:1 method="wB97M-V/def2-TZVPD" total_charge=+1 fmax_ha_per_bohr=0.014 energy_ev=-139759.84792 homo_lumo_gap_ha=0.219 lumo_energy_ev=-4.55
H -1.54 -1.90 -4.91 0.529
H -1.36 2.18 1.39 -0.374
N -1.78 -0.38 -1.50 1.761
H 6.01 -2.85 1.71 0.424
C -0.61 -1.54 -3.02 -0.321
C 0.50 2.22 4.81 -0.780
H 4.05 -3.73 0.43 0.497
H -5.61 0.79 0.80 0.438
C -4.41 2.19 -2.04 -0.782
C -3.81 0.20 -0.19 -0.203
C 2.69 -0.83 1.61 1.189
C 1.37 4.17 -3.82 -0.039
H 5.77 -0.73 2.97 0.432
H 2.26 -3.76 -4.20 0.496
C 2.13 3.72 -1.21 0.045
F 3.25 5.55 -4.11 -0.288
H -2.70 2.15 4.04 0.485
C 0.29 0.85 4.87 -0.950
C 2.20 0.05 -1.24 -0.662
C -3.28 1.41 -2.20 -0.375
H -3.08 0.21 3.80 0.151
C -2.13 -3.03 -0.23 -0.166
Ta 0.26 -0.59 -0.18 2.007
C -2.63 2.60 3.05 -1.321
C -0.41 -5.14 -0.28 -0.729
C -0.67 -2.11 -4.30 -0.101
H -2.60 1.58 -3.03 0.475
H -2.48 -1.24 3.10 0.276
H 0.46 -1.02 3.82 0.492
H -2.07 3.53 3.17 0.366
N -0.83 -2.78 -0.06 0.325
N 1.36 -3.62 0.24 -1.466
H -3.62 2.83 2.68 0.309
O -1.27 -0.27 1.27 0.495
C -1.90 0.43 2.13 -1.048
H -4.63 2.97 -2.75 0.440
F 3.03 0.86 -0.49 -0.337
C 0.60 0.05 3.78 0.492
C 0.62 3.35 -2.99 0.237
Se -0.22 1.99 -0.67 -0.007
F 1.97 0.75 -2.40 -0.295
H 1.76 2.41 1.67 0.816
C 1.49 -2.54 -2.62 -0.180
C -2.63 -4.30 -0.45 -1.201
C 0.36 -2.91 -4.73 -0.799
F 3.99 5.13 -1.54 -0.301
C 1.33 1.98 2.56 -0.275
H -2.79 -2.18 -0.21 0.424
H 0.33 -5.93 -0.27 0.578
C 0.48 -1.70 -2.15 0.948
C 4.94 -1.11 2.39 -0.806
C 4.00 -2.80 0.97 -0.586
C -5.25 1.98 -0.95 -0.655
H 3.68 0.55 2.94 0.543
C 5.08 -2.31 1.69 -0.819
C 0.98 3.10 -1.67 -0.088
C 3.76 -0.37 2.38 -0.863
H 2.37 -2.74 -2.02 0.282
H -3.60 -0.57 0.53 -0.140
H 2.81 -0.81 -1.55 0.679
N -2.65 -0.26 3.02 -0.085
H -2.12 -6.38 -0.67 0.456
H 0.27 2.84 5.67 0.449
C 2.85 -2.03 0.93 -0.200
N -1.90 1.74 2.14 0.778
H 0.33 -3.37 -5.71 0.420
C 1.02 2.78 3.66 -0.744
C -1.76 -5.37 -0.49 -0.486
H -6.13 2.58 -0.82 0.421
H 1.22 3.85 3.61 0.512
C 1.10 0.62 2.61 -1.613
H -3.69 -4.43 -0.60 0.496
C 2.52 4.76 -3.33 0.783
C -4.95 0.98 -0.04 -0.862
F -0.47 2.79 -3.52 -0.259
N 1.42 -0.24 1.51 1.464
C 1.44 -3.13 -3.88 -1.017
H -0.09 0.39 5.78 0.459
F 0.99 4.38 -5.07 -0.296
C -2.97 0.42 -1.28 0.947
C 2.90 4.54 -2.02 -0.121
N 1.61 -2.42 0.38 1.417
C 0.00 -3.84 -0.07 0.002
N -1.75 -0.80 -2.67 -1.239
F 2.53 3.61 0.06 -0.351

9
Properties=species:S:1:pos:R:3:nbo_charge:R:1 method="wB97M-V/def2-TZVPD" total_charge=+1 fmax_ha_per_bohr=0.080 energy_ev=-18985.63070 smiles="C#[N+]S(N)(=O)=O" homo_lumo_gap_ha=0.448 lumo_energy_ev=-5.52
O 1.33 0.23 1.15 -0.768
N 0.04 -1.58 -0.01 -1.017
C -1.24 1.96 0.25 0.354
H 0.23 -1.97 -0.92 0.444
O 1.47 -0.08 -1.36 -0.765
H -0.16 -2.21 0.71 0.470
N -0.70 1.07 -0.27 -0.479
S 0.90 -0.28 -0.11 2.446
H -1.88 2.87 0.54 0.315

95
Properties=species:S:1:pos:R:3:mulliken_charge:R:1 method="wB97M-V/def2-TZVPD" fmax_ha_per_bohr=0.004 energy_ev=-122778.25340 homo_lumo_gap_ha=0.292 lumo_energy_ev=0.09
C 3.45 -3.46 0.31 -1.210
H 1.53 -0.04 4.37 0.235
H -0.03 -6.03 -0.16 0.399
Cl -3.01 4.98 3.13 -0.136
C 2.04 2.78 -3.98 -0.694
C 0.08 -5.15 0.48 -1.386
C 3.59 -0.97 -1.45 -1.080
Cl -1.27 3.81 5.13 -0.169
C 3.40 4.83 3.65 -0.466
H 1.47 -4.06 -2.18 0.248
H 0.15 -3.20 -2.98 0.099
C 0.38 -3.98 -2.25 -0.847
H 0.69 -3.31 4.27 0.536
C -1.79 -2.00 -5.59 -0.725
H 3.07 3.10 -3.94 0.448
H -4.66 0.33 1.23 0.436
H 2.38 3.61 5.09 0.482
C 3.02 4.30 1.34 -0.594
H 2.29 1.39 -2.37 0.198
H 4.59 -0.71 1.60 0.494
H 3.53 0.12 -1.42 0.188
H -4.89 -1.73 -4.26 0.447
Si 0.48 -1.58 0.23 1.113
C -4.03 2.27 0.57 -0.469
H 0.11 -3.72 2.66 0.051
H -0.85 3.34 -5.64 0.424
C 2.57 3.79 4.04 -0.870
C 0.48 -0.28 4.60 -1.215
H 3.12 -1.08 2.52 0.190
C -3.08 -1.12 -3.29 -0.472
C -1.35 2.83 2.63 -0.534
C 3.63 5.09 2.30 -0.609
Si -0.29 -1.31 3.22 1.595
C 1.54 2.44 0.75 -0.492
C -2.09 -1.66 3.62 -1.245
H 1.10 -5.13 0.85 0.334
C -1.06 -1.46 -4.54 -0.763
H 0.00 -4.92 -2.65 0.425
H -2.69 -3.41 0.30 0.247
C -0.15 2.91 -4.93 -0.840
C 0.63 -2.96 3.24 -0.995
C -2.25 -3.61 -0.68 -0.969
H 1.28 2.20 3.37 0.363
C -3.82 -1.66 -4.34 -0.740
H -0.07 0.64 4.73 0.133
H 4.28 5.90 2.00 0.403
Pd -0.31 0.13 1.45 0.830
H -2.89 -0.86 0.01 0.284
H -1.29 -2.34 -6.49 0.429
Si -0.38 -3.65 -0.56 1.159
C -2.96 0.22 -0.06 0.044
H 4.54 -3.47 0.31 0.410
C -2.30 3.47 3.71 0.738
H -1.62 1.59 -4.11 0.463
H 3.88 5.45 4.40 0.393
Cl -3.60 2.37 4.20 -0.145
H 3.12 -3.89 1.26 0.328
C 3.49 -0.69 1.57 -0.789
H 3.10 -4.11 -0.49 0.301
H 1.66 -2.89 2.86 0.108
H -3.14 4.07 -0.19 0.330
H 4.64 -1.24 -1.52 0.531
Sb -0.51 -0.13 -1.84 -0.067
C -3.11 2.99 -0.18 -0.970
O -1.21 1.59 2.78 -0.857
C 1.17 3.33 -4.89 -0.578
H 1.51 4.10 -5.57 0.388
H 3.09 -1.32 -2.36 0.259
O -0.82 3.59 1.84 -0.591
C -2.11 2.32 -0.88 -0.803
C 1.95 3.00 3.08 0.105
H -3.59 -0.76 -2.41 0.365
H 0.46 -0.85 5.53 0.484
C 1.60 1.80 -3.09 -0.432
H -2.62 -4.58 -1.02 0.478
H -2.64 -0.71 3.65 0.166
Si 2.84 -1.68 0.12 0.835
H -0.59 -5.29 1.33 0.390
C -1.69 -1.03 -3.38 1.143
H 3.18 4.49 0.28 0.540
H -1.38 2.89 -1.44 0.348
C 2.18 3.27 1.74 0.566
C -0.59 1.92 -4.06 -0.508
H -2.20 -2.16 4.58 0.440
H -2.62 -2.86 -1.38 0.152
C -2.03 0.94 -0.83 0.599
H -2.55 -2.29 2.85 0.167
H 0.02 -1.37 -4.65 0.459
H -3.75 -2.53 -6.30 0.380
C -3.18 -2.11 -5.48 -0.683
N 1.07 1.76 -0.05 -0.210
H 3.17 0.35 1.50 -0.096
C 0.29 1.36 -3.13 0.662
C -3.95 0.88 0.63 -0.967
H -4.79 2.79 1.14 0.453

2
Properties=species:S:1:pos:R:3:nbo_charge:R:1 method="wB97M-V/def2-TZVPD" fmax_ha_per_bohr=0.058 energy_ev=-12879.95000 smiles="O=S" homo_lumo_gap_ha=0.236 lumo_energy_ev=-2.58
O -0.18 0.44 -0.61 -0.632
S 0.18 -0.44 0.61 0.632

13
Properties=species:S:1:pos:R:3:nbo_charge:R:1 method="wB97M-V/def2-TZVPD" fmax_ha_per_bohr=0.039 energy_ev=-10279.22955 homo_lumo_gap_ha=0.330 lumo_energy_ev=-1.17
O 1.33 -0.30 -0.97 -0.708
N -1.42 0.38 1.30 -0.587
H -1.21 -1.50 -1.21 0.236
H 1.08 -0.77 1.09 0.239
O 2.54 1.11 0.42 -0.371
C -0.80 -0.03 0.28 0.294
H -1.20 0.14 -1.81 0.243
C -1.50 -0.48 -0.96 -0.669
C 0.74 -0.10 0.16 0.144
H 2.39 0.46 -0.56 0.471
H -2.58 -0.42 -0.81 0.238
N 1.45 0.83 1.01 0.126
H -0.81 0.67 2.06 0.346

81
Properties=species:S:1:pos:R:3:mulliken_charge:R:1 method="wB97M-V/def2-TZVPD" total_charge=-1 fmax_ha_per_bohr=0.052 energy_ev=-49701.58219 homo_lumo_gap_ha=0.200 lumo_energy_ev=0.78
H -4.34 0.38 0.79 0.304
H -1.54 0.35 -0.97 -0.177
H -4.36 -3.47 -2.82 0.347
H -1.89 -0.11 0.83 0.198
C -2.83 -2.09 -3.93 -0.941
C 3.27 -1.88 -1.03 -0.420
H -0.39 3.73 -4.11 0.270
C 5.67 -0.64 4.45 -0.463
H -1.62 -0.41 4.89 0.413
H -2.51 0.97 -2.83 -0.325
O 3.15 -0.65 1.89 -0.518
C -3.00 2.60 4.11 -0.285
H 1.55 -2.62 0.26 0.263
H -5.50 1.12 5.93 0.424
H 2.35 0.75 -0.29 0.013
H -2.51 -3.87 -2.52 0.239
H 1.59 0.37 -3.41 0.108
C -2.21 0.65 -0.03 -0.278
H -3.82 -0.69 6.01 0.376
C 1.02 2.56 -2.76 -0.785
C -1.60 -1.05 -3.64 0.953
C -4.24 2.45 4.75 0.051
C 1.69 -2.26 -0.87 0.540
C 6.97 -0.19 4.65 -0.403
H 7.47 -0.36 5.61 0.353
C 1.17 -3.50 -1.83 -0.657
H 0.95 3.12 -1.71 0.163
H -2.53 -2.72 -4.89 0.280
H -1.10 1.69 3.67 0.439
C -2.36 0.39 4.85 -0.515
C -0.46 2.73 -3.47 -0.400
H 1.49 -4.56 -1.46 0.471
H -1.35 2.00 -5.44 0.380
C -3.81 0.43 -0.27 -0.731
H -2.21 -1.99 -0.91 -0.033
H -1.92 1.73 0.40 0.251
C -2.06 1.57 4.16 -0.454
B 3.58 -0.51 -1.89 0.511
C -2.09 0.54 -3.85 -0.059
H 4.73 -0.22 -1.77 -0.316
C -4.54 1.26 5.43 -0.295
H 1.88 3.08 -3.36 0.307
I 1.74 -3.31 -3.94 -0.092
C -3.60 0.23 5.48 -0.383
H -4.22 1.45 -0.75 0.237
H 8.66 0.84 3.80 0.353
C 2.70 0.80 -1.43 -0.615
O -4.92 4.57 4.09 -0.585
H 0.40 0.52 -1.96 -0.948
N -5.22 3.54 4.72 0.974
C 5.72 0.26 2.19 0.038
N 3.66 -0.86 3.01 0.986
H 3.71 -1.69 0.06 -0.273
H 3.82 -2.81 -1.48 0.163
H 7.56 1.23 1.61 0.392
H 5.16 -1.16 5.26 0.424
C 7.03 0.71 2.40 -0.615
H -1.09 -1.15 -2.60 -0.733
C 1.38 1.00 -2.42 1.189
H -3.79 -2.89 -0.41 0.385
H -1.32 2.94 -2.67 0.204
H 3.43 -0.78 -3.03 -0.314
H -5.34 -1.08 -1.02 0.382
H 5.25 0.44 1.22 0.481
H -3.78 -1.45 -4.26 0.281
H 0.94 -1.37 -1.01 -0.441
C -4.22 -0.76 -1.30 -0.355
O 3.09 -1.41 3.95 -0.632
O -6.28 3.38 5.33 -0.593
H 3.38 1.77 -1.53 0.015
C -3.30 -2.99 -2.64 -0.691
H -3.00 0.56 -4.62 0.373
C 7.65 0.49 3.63 -0.351
C -0.88 1.49 -4.47 -0.826
H -0.75 -1.27 -4.45 0.335
C 5.04 -0.41 3.22 -0.134
C -3.33 -2.13 -1.21 -0.246
H -4.30 -0.30 -2.38 0.197
H -2.75 3.52 3.57 0.429
H 0.02 0.84 -4.85 0.323
H -0.02 -3.46 -1.80 0.065

18
Properties=species:S:1:pos:R:3:nbo_charge:R:1 method="wB97M-V/def2-TZVPD" fmax_ha_per_bohr=0.012 energy_ev=-10372.42536 homo_lumo_gap_ha="0.303 / 0.303" lumo_energy_ev="0.76 / 0.76"
H -1.34 -1.24 -2.99 0.388
H 2.07 0.32 -0.94 0.191
N 0.22 -0.45 -0.17 -0.362
H -0.49 -2.21 -1.93 0.370
H -2.02 -0.33 1.16 0.242
H 1.38 1.80 1.38 0.241
C 0.04 0.20 0.94 0.359
H -1.43 0.82 2.38 0.220
C -1.36 0.52 1.34 -0.678
C -0.52 -0.20 -1.49 0.727
H 2.12 0.20 1.48 0.233
O -1.01 0.90 -1.71 -0.681
H 1.02 0.76 2.76 0.229
H -1.72 1.33 0.69 0.265
C 1.29 -0.42 -1.09 -0.409
H 1.59 -1.38 -1.49 0.193
C 1.21 0.76 1.69 -0.679
N -1.05 -1.38 -2.03 -0.850

Please write out number 10 again, unchanged.
18
Properties=species:S:1:pos:R:3:nbo_charge:R:1 method="wB97M-V/def2-TZVPD" fmax_ha_per_bohr=0.012 energy_ev=-10372.42536 homo_lumo_gap_ha="0.303 / 0.303" lumo_energy_ev="0.76 / 0.76"
H -1.34 -1.24 -2.99 0.388
H 2.07 0.32 -0.94 0.191
N 0.22 -0.45 -0.17 -0.362
H -0.49 -2.21 -1.93 0.370
H -2.02 -0.33 1.16 0.242
H 1.38 1.80 1.38 0.241
C 0.04 0.20 0.94 0.359
H -1.43 0.82 2.38 0.220
C -1.36 0.52 1.34 -0.678
C -0.52 -0.20 -1.49 0.727
H 2.12 0.20 1.48 0.233
O -1.01 0.90 -1.71 -0.681
H 1.02 0.76 2.76 0.229
H -1.72 1.33 0.69 0.265
C 1.29 -0.42 -1.09 -0.409
H 1.59 -1.38 -1.49 0.193
C 1.21 0.76 1.69 -0.679
N -1.05 -1.38 -2.03 -0.850